[1]
Here is C9H11O3 as an isolated structure at a distorted geometry from OMol25. Energies are from wB97M-V/def2-TZVPD.

Properties
Net charge   -1
Spin multiplicity   1
LUMO level   3.4717 eV
M   167.18 g mol⁻¹
E_HOMO   -0.148 Ha

Last column: Mulliken charge in e.
Element x y z (Å)
1 C -3.34984 -0.54650 -1.69794  -0.78
2 C -2.82129 -1.93690 -1.39474  0.67
3 O -2.14889 -2.07021 -0.29131  -0.59
4 O -3.06802 -2.86982 -2.14168  -0.70
5 H -2.90700 0.26108 -1.14051  0.26
6 H -4.41777 -0.54823 -1.66514  0.24
7 H -3.09714 -0.35423 -2.74807  0.25
8 C 3.75388 1.09149 0.48404  -1.23
9 C -0.44790 0.19556 1.02661  0.22
10 C 0.57073 -0.48028 1.74834  -0.67
11 C -0.02287 1.05305 -0.00722  -0.16
12 C 1.86669 -0.03197 1.63992  -0.38
13 C 1.30685 1.44114 -0.13026  -0.49
14 C 2.28346 0.96122 0.74190  0.64
15 O -1.71266 -0.15695 1.11568  -0.83
16 H -2.03373 -1.15316 0.35584  0.39
17 H 0.16932 -1.26417 2.34597  0.41
18 H -0.70626 1.39631 -0.77417  0.27
19 H 2.64353 -0.51235 2.20119  0.24
20 H 1.58406 1.94708 -1.04981  0.30
21 H 4.13822 0.65348 -0.43716  0.25
22 H 4.31709 0.78214 1.36791  0.36
23 H 4.09955 2.14225 0.45061  0.33

Cartesian forces (eV/Å) of the 6 atoms listed first:
0.83 -0.01 -1.38
-0.09 -0.01 0.66
-0.07 -0.02 0.13
-0.01 0.06 -0.20
-0.03 0.04 0.64
-0.74 0.05 0.30



[2]
Here is CHAg2Cl3F3V as an isolated structure at a distorted geometry from OMol25. Energies are from wB97M-V/def2-TZVPD.

Properties
Net charge   +2
Spin multiplicity   7
LUMO level (spin up / spin down)   -8.2507 / -14.0767 eV
M   443.05 g mol⁻¹
E_HOMO (spin up / spin down)   -0.512 / -0.664 Ha

Last column: Mulliken charge in e.
Element x y z (Å)
1 Ag -13.71246 2.19129 -13.50313  0.78
2 Ag -16.60190 3.49967 -13.78762  0.90
3 V -17.43784 2.60691 -10.94505  0.83
4 F -14.47757 4.34629 -13.60700  -0.40
5 F -17.07698 4.57968 -11.80921  -0.57
6 F -15.48181 2.08988 -12.04828  -0.48
7 C -14.26921 -0.20711 -9.65531  0.28
8 Cl -14.82298 -0.01687 -7.98276  0.17
9 Cl -13.92936 -1.90524 -10.02010  0.23
10 Cl -12.90066 0.82870 -10.05519  0.09
11 H -15.08958 0.10176 -10.30315  0.16

Cartesian forces (eV/Å) of the 6 atoms listed first:
0.10 0.11 0.18
0.93 1.41 1.46
1.11 1.28 -1.32
-1.42 -0.63 -0.31
-0.01 -1.87 -0.53
-0.85 -0.24 0.43



[3]
Here is one molecule with the formula C2H2BrF2I at a distorted geometry from OMol25. Energies are from wB97M-V/def2-TZVPD.

Properties
Spin multiplicity   1
SMILES   FC(F)(I)CBr
LUMO level   -0.3001 eV
M   270.84 g mol⁻¹
E_HOMO   -0.371 Ha

Last column: Mulliken charge in e.
Element x y z (Å)
1 F 0.69266 1.25062 -0.94669  -0.16
2 C 0.59819 0.53274 0.11388  0.33
3 F 0.68866 1.38175 1.18640  -0.20
4 I 2.42953 -0.80563 -0.07948  0.00
5 C -0.68644 -0.51817 -0.03603  -0.63
6 Br -2.35105 0.45454 -0.07971  -0.11
7 H -0.70075 -1.18824 0.81487  0.40
8 H -0.67080 -1.10761 -0.97323  0.38

Cartesian forces (eV/Å) of the 6 atoms listed first:
-0.34 1.58 -1.68
-0.33 -2.76 0.73
-0.62 -1.63 -0.94
-0.72 0.47 0.58
1.35 1.46 0.55
-0.06 0.15 0.10



[4]
Here is a 7-piece molecular cluster, C4H19NO9 overall at a distorted geometry from OMol25. Energies are from wB97M-V/def2-TZVPD.

Properties
Spin multiplicity   1
SMILES   CN(C=O)CC(=O)O.O.O.O.O.O.O
LUMO level   0.2523 eV
M   225.19 g mol⁻¹
E_HOMO   -0.354 Ha

Last column: Mulliken charge in e.
Element x y z (Å)
1 C -1.73335 -1.68537 0.64476  -1.10
2 N -1.14640 -0.32382 0.41038  0.36
3 C -0.12893 -0.21228 -0.49631  -0.11
4 O 0.39225 0.88104 -0.58859  -0.79
5 C -1.74455 0.89877 1.03480  -0.22
6 C -0.72624 1.85741 1.54228  0.44
7 O -0.87399 3.02959 1.70943  -0.59
8 O 0.57742 1.31061 1.83481  -0.58
9 H -1.48339 -2.22795 -0.28471  0.34
10 H -1.22311 -2.26686 1.51424  0.31
11 H -2.78740 -1.75632 0.85825  0.34
12 H 0.26867 -0.95119 -1.13175  0.59
13 H -2.34658 1.54509 0.50405  0.43
14 H -2.40668 0.53202 2.01005  0.23
15 H 1.13033 1.17190 0.95906  0.35
16 O 2.38307 1.15650 -2.77869  -0.63
17 H 1.82319 1.08856 -2.06758  0.38
18 H 2.38783 2.00473 -3.21502  0.29
19 O -2.02911 -1.56269 3.27119  -0.57
20 H -1.51753 -1.50948 4.09918  0.28
21 H -2.95077 -1.78147 3.48328  0.29
22 O 3.19499 -0.37209 0.01017  -0.67
23 H 3.45544 -0.38112 -0.89845  0.28
24 H 3.56821 0.46575 0.16336  0.31
25 O -2.42597 2.72593 -1.16332  -0.62
26 H -2.27938 2.77598 -2.12467  0.29
27 H -1.92047 3.36620 -0.74570  0.30
28 O 0.70812 -1.14393 -3.81064  -0.62
29 H 0.40271 -0.29085 -3.57081  0.31
30 H 1.23482 -1.29402 -4.71954  0.31
31 O 2.91263 -2.67440 1.38819  -0.66
32 H 3.26657 -1.77742 1.06277  0.43
33 H 2.01759 -2.59883 1.09551  0.28

Cartesian forces (eV/Å) of the 6 atoms listed first:
2.51 -1.08 0.13
-1.26 -1.15 -0.44
-1.88 1.89 2.20
1.17 1.62 -1.77
0.37 -2.95 4.04
4.01 -0.31 0.45



[5]
Here is C39H38F3Ge2N2O3RhS2Te as an isolated structure at a distorted geometry from OMol25. Energies are from wB97M-V/def2-TZVPD.

Properties
Net charge   +1
Spin multiplicity   2
LUMO level (spin up / spin down)   -4.2994 / -6.3787 eV
M   1079.60 g mol⁻¹
E_HOMO (spin up / spin down)   -0.371 / -0.374 Ha

Last column: Mulliken charge in e.
Element x y z (Å)
1 Rh -0.20551 -0.20565 0.71062  0.72
2 F 2.38884 3.86220 -1.44423  -0.22
3 C 2.99890 3.56955 -0.28899  0.55
4 F 2.31398 4.18524 0.69007  -0.18
5 F 4.22268 4.09910 -0.32003  -0.30
6 C 3.05052 2.08040 -0.05594  -0.41
7 C 4.24625 1.42197 0.14258  -0.52
8 C 4.24634 0.06642 0.46388  -1.31
9 C 3.04263 -0.58193 0.61598  -0.65
10 N 1.87718 0.04881 0.40735  1.14
11 C 1.87416 1.34113 0.04872  0.58
12 S 0.23133 1.86901 -0.17601  -0.32
13 H 5.17577 1.96666 0.05632  0.55
14 H 5.16898 -0.47384 0.60905  0.50
15 H 2.98960 -1.62189 0.89414  0.56
16 N -2.24143 -0.07522 0.46209  -0.17
17 C -2.82775 -0.04392 -0.88878  0.92
18 C -2.05678 0.03595 -2.02902  -0.71
19 C -2.66628 -0.00932 -3.27193  -1.00
20 C -4.03867 -0.15838 -3.36312  0.56
21 C -4.81833 -0.20861 -2.21168  -0.94
22 C -4.21126 -0.14339 -0.97421  -0.92
23 S -4.78070 -0.33280 -4.93380  1.42
24 O -5.39463 0.93771 -5.28500  -0.45
25 O -5.77405 -1.38826 -4.79096  -0.45
26 O -3.70095 -0.69710 -5.83964  -0.49
27 H -2.52253 0.77437 0.96039  0.38
28 H -2.68334 -0.85049 0.95661  0.48
29 H -0.98319 0.11747 -1.95810  0.22
30 H -2.07960 0.02506 -4.17874  0.48
31 H -5.89004 -0.32532 -2.29645  0.43
32 H -4.80806 -0.20229 -0.07260  0.47
33 C -0.01019 -5.29781 1.91075  -1.12
34 Ge 0.05433 -3.37286 2.00708  0.99
35 C 1.60035 -2.68742 2.98435  -0.97
36 C -1.52985 -2.65646 2.91639  -0.24
37 Ge 0.10603 -2.40621 -0.29510  -2.10
38 C -1.45156 -3.03559 -1.25615  0.53
39 C -1.62999 -2.77577 -2.61958  0.32
40 C -2.81187 -3.10053 -3.26509  -0.80
41 C -3.84174 -3.70138 -2.55319  -0.72
42 C -3.68184 -3.98422 -1.20498  -1.14
43 C -2.50158 -3.64175 -0.55841  0.22
44 C 1.71104 -2.95465 -1.21710  0.66
45 C 2.03882 -2.45113 -2.47839  -0.02
46 C 3.18823 -2.87122 -3.12984  -0.87
47 C 4.02980 -3.79522 -2.52519  -0.57
48 C 3.72378 -4.29577 -1.26976  -0.83
49 C 2.57386 -3.87146 -0.61581  0.02
50 H -0.07640 -5.65496 2.93975  0.49
51 H 0.88229 -5.71125 1.44654  0.36
52 H -0.88193 -5.63726 1.35572  0.37
53 H 1.41570 -2.78588 4.05554  0.46
54 H 1.73697 -1.63259 2.75426  -0.04
55 H 2.52258 -3.21765 2.74760  0.42
56 H -1.41331 -2.78250 3.99181  0.56
57 H -2.45337 -3.14916 2.61480  0.51
58 H -1.61270 -1.58788 2.70368  -0.68
59 H -0.83582 -2.31615 -3.19627  0.35
60 H -2.93519 -2.87894 -4.31748  0.71
61 H -4.76773 -3.95104 -3.05351  0.43
62 H -4.47985 -4.46602 -0.65478  0.45
63 H -2.40055 -3.87088 0.49450  0.15
64 H 1.40039 -1.72209 -2.96347  0.36
65 H 3.42764 -2.47965 -4.10894  0.44
66 H 4.92467 -4.12572 -3.03467  0.42
67 H 4.37969 -5.01496 -0.79749  0.45
68 H 2.35436 -4.27486 0.36605  0.00
69 Te 0.39551 1.23329 2.98604  0.74
70 C 0.10073 0.47807 4.93082  0.70
71 C 1.14709 0.72241 5.81616  -0.71
72 C 1.03457 0.32969 7.14405  -0.67
73 C -0.12001 -0.29512 7.58565  -0.51
74 C -1.16300 -0.53547 6.70133  -0.82
75 C -1.05438 -0.15561 5.37192  -0.13
76 C -1.26265 2.53318 2.96052  0.87
77 C -1.03413 3.89034 2.77422  -0.61
78 C -2.11056 4.76710 2.72102  -0.58
79 C -3.40559 4.29244 2.85827  -0.61
80 C -3.63276 2.93609 3.04665  -0.65
81 C -2.56238 2.05282 3.09306  -0.52
82 H 2.04691 1.22329 5.48235  0.39
83 H 1.84807 0.52130 7.83034  0.42
84 H -0.21137 -0.59246 8.62138  0.41
85 H -2.06703 -1.01854 7.04727  0.42
86 H -1.87311 -0.35587 4.69956  0.38
87 H -0.02610 4.26786 2.66236  0.41
88 H -1.93217 5.82321 2.57490  0.43
89 H -4.23978 4.97872 2.82110  0.42
90 H -4.64256 2.56495 3.16109  0.44
91 H -2.74993 0.99645 3.24531  0.26

Cartesian forces (eV/Å) of the 6 atoms listed first:
1.60 -0.91 0.05
-0.04 0.05 -0.08
-0.04 -0.23 -0.07
-0.02 0.02 0.04
0.06 0.06 -0.03
0.09 0.01 0.13



[6]
Here is one molecule with the formula C2HClN2OS at a distorted geometry from OMol25. Energies are from wB97M-V/def2-TZVPD.

Properties
Spin multiplicity   1
LUMO level (spin up / spin down)   -2.8364 / -2.9151 eV
M   136.56 g mol⁻¹
E_HOMO (spin up / spin down)   -0.301 / -0.297 Ha

Last column: Mulliken charge in e.
Element x y z (Å)
1 C 0.58906 -0.80478 -0.24357  0.60
2 C 0.71904 0.53985 0.17466  -0.29
3 N -0.78492 -0.82416 -0.64963  -0.03
4 N -1.72258 -0.31691 -0.19991  0.20
5 O 1.20824 -1.83862 -0.15369  -0.55
6 S -2.40200 0.82897 0.57055  0.04
7 Cl 2.35687 0.95493 0.41364  -0.16
8 H 0.03629 1.46072 0.08793  0.19

Cartesian forces (eV/Å) of the 6 atoms listed first:
1.95 1.18 2.57
0.22 0.28 -0.78
-4.71 -0.73 -1.56
2.20 0.25 0.12
0.11 0.50 -0.64
-1.33 0.13 0.04



[7]
Here is one molecule with the formula C4H10N2OS at a distorted geometry from OMol25. Energies are from wB97M-V/def2-TZVPD.

Properties
Spin multiplicity   1
SMILES   C/C=N/CCNSO
LUMO level   0.8844 eV
M   134.20 g mol⁻¹
E_HOMO   -0.322 Ha

Last column: Mulliken charge in e.
Element x y z (Å)
1 C -2.18330 1.96805 -0.20782  -1.11
2 C -1.13030 0.93346 0.09521  0.15
3 N -0.91055 -0.11336 -0.54647  -0.46
4 C -0.14189 -1.21497 0.06564  -0.34
5 C 1.15904 -1.68762 -0.49289  -0.77
6 N 2.21101 -1.28171 0.22149  -0.22
7 S 2.79522 0.19122 0.00490  0.03
8 O 1.54346 1.24898 0.42904  -0.46
9 H -2.99201 1.74261 0.55331  0.26
10 H -1.80880 2.97347 -0.13101  0.30
11 H -2.67263 1.91139 -1.20500  0.30
12 H -0.65363 1.02525 1.18201  0.30
13 H -0.80371 -2.10891 -0.01144  0.36
14 H -0.04262 -1.00493 1.14707  0.32
15 H 1.13242 -2.85421 -0.55229  0.30
16 H 1.40010 -1.30822 -1.52791  0.34
17 H 2.17532 -1.68207 1.18252  0.29
18 H 0.92288 1.26156 -0.20636  0.41

Cartesian forces (eV/Å) of the 6 atoms listed first:
-1.01 -0.85 -0.33
-0.10 0.26 3.04
0.59 -1.11 -1.34
-2.70 -0.23 0.60
-1.98 -2.66 -4.43
3.40 -0.48 4.22